Computed, not measured: a cluster of 2 separate species, C4H5F2N in total at a distorted geometry, with ωB97M-V with the def2-TZVPD basis set.

The calculation puts the total energy at -11149.46660 eV. The spin multiplicity is 1. The energy relative to the best compared isomer or geometry (same formula, charge and spin) comes out at 4.015 eV.

Last column: Mulliken charge in e.
Cartesian coordinates (Å):
C  2.132  0.508  0.588  0.0783
C  -0.939  -1.483  0.509  -0.7201
C  1.358  1.855  -1.298  -0.2985
C  0.045  -1.125  1.358  0.0108
N  1.926  1.349  -0.318  -0.0501
F  3.109  0.556  1.484  -0.1997
F  1.013  -1.947  1.772  -0.2444
H  -1.672  -0.853  0.228  0.2972
H  -0.961  -2.513  0.145  0.2317
H  1.621  1.642  -2.288  0.2484
H  0.608  2.606  -1.210  0.2237
H  -0.130  -0.267  1.949  0.4226

Computed, not measured: a cluster of 2 separate species, C4H5F2N in total, with ωB97M-V with the def2-TZVPD basis set.

As for the structure (SMILES): C=C(F)F.CC#N. The calculation puts the total energy at -11152.81189 eV. The spin multiplicity is 1. The energy relative to the best compared isomer or geometry (same formula, charge and spin) comes out at 0.670 eV.

Last column: Mulliken charge in e.
Cartesian coordinates (Å):
C  -1.445  -0.966  -0.851  -0.4775
C  -1.379  -0.489  0.371  0.3072
F  -0.550  -0.932  1.313  -0.2430
F  -2.192  0.411  0.893  -0.2161
H  -2.166  -0.569  -1.537  0.2802
H  -0.761  -1.721  -1.182  0.2900
C  1.777  0.409  0.282  -0.8552
C  0.676  1.265  -0.061  0.4721
N  -0.143  2.013  -0.338  -0.4282
H  1.772  0.216  1.354  0.2765
H  2.708  0.902  0.006  0.3325
H  1.702  -0.538  -0.252  0.2616

Computed, not measured: a cluster of 2 separate species, C4H5F2N in total at a distorted geometry, with ωB97M-V with the def2-TZVPD basis set.

The calculation puts the total energy at -11149.61737 eV. The spin multiplicity is 1. The energy relative to the best compared isomer or geometry (same formula, charge and spin) comes out at 3.864 eV.

Last column: Mulliken charge in e.
Cartesian coordinates (Å):
C  1.538  -0.598  1.930  -0.3711
C  1.233  -2.309  -1.051  -0.6089
C  -0.045  1.027  1.061  -0.3186
C  -0.036  -2.148  -0.705  0.4971
N  0.787  0.287  1.481  0.0925
F  -0.910  -1.451  -1.459  -0.2282
F  -0.777  -2.531  0.337  -0.2044
H  2.166  -1.346  1.327  0.1681
H  1.487  -0.896  3.073  0.2057
H  1.619  -2.214  -2.042  0.2985
H  1.910  -2.652  -0.225  0.2442
H  0.156  1.993  0.691  0.2251

Computed, not measured: a cluster of 3 separate species, C4H5F2O4S in total at a distorted geometry, with ωB97M-V with the def2-TZVPD basis set.

The calculation puts the total energy at -28685.14438 eV. The spin multiplicity is 1. Its total charge is -1. The energy relative to the best compared isomer or geometry (same formula, charge and spin) comes out at 2.098 eV.

Last column: Mulliken charge in e.
Cartesian coordinates (Å):
C  -2.447  -0.854  1.041  0.3572
C  -3.467  -2.949  1.044  0.0239
C  0.779  -0.124  -0.206  -1.0755
C  -0.653  -0.043  -0.632  0.2043
O  -2.301  4.643  -0.258  -0.5479
O  -3.100  3.118  -2.152  -0.4938
O  -2.965  -0.041  1.721  -0.3749
O  -1.684  -0.959  -0.001  -0.2097
F  -4.408  -2.429  1.871  -0.1469
F  -4.200  -2.995  -0.144  -0.1799
S  -2.280  3.352  -0.971  0.3025
H  1.337  0.354  -1.116  0.2878
H  0.916  0.537  0.661  0.3017
H  1.052  -1.058  0.129  0.3843
H  -0.718  -0.535  -1.650  0.2110
H  -1.003  1.010  -0.724  -0.0440